The following is a quantum chemistry calculation of a 3-piece molecular cluster, C34H30FO10PS overall, from the Open Molecules 2025 dataset.

Values from the calculation:
**E_LUMO**: -1.11 eV
**Charge**: 0
**Strongest force on any atom**: 0.3 eV/Å

Geometry as XYZ:
```
77
Properties=species:S:1:pos:R:3:mulliken_charge:R:1
C -2.03850 2.01152 -1.19488 -1.238
C -2.37359 0.53702 -1.04440 -0.028
O -2.99606 0.33761 0.25507 -0.296
P -3.49914 -1.12429 0.64956 0.722
O -3.85064 -1.98652 -0.47877 -0.724
C -2.20966 -1.82410 1.72606 -0.310
C -0.80938 -1.27453 1.51593 -0.795
O -0.14497 -1.74947 0.31500 -0.240
S 0.20186 -3.30694 0.25472 0.801
O 1.47213 -3.39101 -0.41312 -0.503
O -0.99271 -3.77149 -0.81257 -0.177
F -1.08372 -2.87094 -1.89735 -0.128
O -4.65555 -0.81352 1.68918 -0.297
C -5.48447 0.36829 1.63935 -0.095
C -6.81280 0.06314 2.31876 -1.146
H -2.75187 2.53910 -1.82470 0.352
H -2.05684 2.49451 -0.21749 0.321
H -1.03758 2.14312 -1.60461 0.287
H -1.48475 -0.09319 -1.11007 0.166
H -3.07237 0.18777 -1.80253 0.412
H -2.25705 -2.90719 1.60078 0.309
H -2.48330 -1.61156 2.76133 0.409
H -0.17188 -1.47584 2.37812 0.394
H -0.84247 -0.19720 1.36826 0.280
H -4.94428 1.16612 2.14930 0.262
H -5.62578 0.66447 0.60069 0.293
H -6.93296 -1.01438 2.41586 0.319
H -6.87400 0.50787 3.31091 0.308
H -7.64737 0.43783 1.72712 0.321
C 5.73969 -6.85616 6.85139 -0.483
C 6.81811 -7.59631 6.37858 -0.473
C 7.02248 -7.73472 5.01648 -0.563
C 6.14541 -7.13763 4.11849 0.175
C 5.05827 -6.40279 4.59271 0.159
C 4.86205 -6.26105 5.96166 -0.555
C 4.08683 -5.76817 3.65456 0.574
O 3.15007 -5.11743 4.06847 -0.682
C 4.30995 -5.96692 2.19495 0.122
C 3.40108 -5.42042 1.29776 -0.467
C 3.58304 -5.57528 -0.06545 -0.338
C 4.68593 -6.28131 -0.53590 -0.650
C 5.59728 -6.83115 0.35015 -0.601
C 5.41219 -6.68022 1.71967 0.227
C 6.39655 -7.29279 2.65468 0.630
O 7.36538 -7.89711 2.24733 -0.662
H 5.58480 -6.74599 7.91679 0.395
H 7.49994 -8.06494 7.07621 0.397
H 7.85719 -8.30177 4.62756 0.475
H 4.01595 -5.68335 6.30792 0.467
H 2.55646 -4.87114 1.68926 0.476
H 2.86633 -5.14696 -0.75037 0.508
H 4.83368 -6.40129 -1.60145 0.395
H 6.45930 -7.38279 0.00044 0.480
C 1.14995 4.85303 -3.95546 -0.529
C 1.58350 5.83568 -4.83907 -0.425
C 0.79583 6.94752 -5.08376 -0.692
C -0.43422 7.07996 -4.45015 0.512
C -0.87402 6.08950 -3.57113 0.105
C -0.07487 4.97952 -3.32325 -0.534
C -2.19840 6.18947 -2.89394 0.491
O -2.57716 5.33373 -2.12198 -0.643
C -3.04387 7.37795 -3.20421 0.126
C -4.30020 7.48025 -2.61789 -0.504
C -5.09993 8.57823 -2.88430 -0.494
C -4.64758 9.58200 -3.73406 -0.468
C -3.39807 9.48479 -4.32191 -0.587
C -2.59331 8.38156 -4.06275 0.152
C -1.25809 8.29339 -4.72226 0.576
O -0.85849 9.17360 -5.45289 -0.662
H 1.76991 3.98718 -3.76278 0.421
H 2.53900 5.73221 -5.33631 0.391
H 1.11658 7.72527 -5.76326 0.483
H -0.43272 4.22691 -2.63426 0.551
H -4.63166 6.69072 -1.95741 0.474
H -6.07888 8.65510 -2.42957 0.401
H -5.27356 10.44085 -3.93786 0.395
H -3.02802 10.25304 -4.98700 0.476
```

The following is a quantum chemistry calculation of C34H30FeNO6P2 as an isolated structure, from the Open Molecules 2025 dataset.

Values from the calculation:
**⟨S²⟩**: 8.765
**E_LUMO (spin up / spin down)**: -6.87 / -7.37 eV
**Charge**: +2
**ΔE to the lowest compared entry with this formula, charge and spin**: 6.30 kJ/mol
**Strongest force on any atom**: 1.0 eV/Å
**Multiplicity**: 6

Geometry as XYZ:
```
74
Properties=species:S:1:pos:R:3:mulliken_charge:R:1
Fe -2.08118 0.20217 0.26369 1.758
O -1.93163 -1.81203 -3.58545 -0.406
C -1.99187 -1.39012 -2.35296 -0.172
O -1.77911 -0.25098 -1.97228 -0.336
C -2.36858 -2.44056 -1.34740 0.645
C -2.64713 -3.76971 -1.61729 -0.684
C -3.02283 -4.57673 -0.55017 -0.845
C -3.12161 -4.03546 0.72812 -0.984
C -2.81870 -2.69509 0.89104 1.315
N -2.43845 -1.92598 -0.12616 0.233
C -2.88040 -1.88072 2.15160 0.258
O -3.23588 -2.38776 3.29353 -0.428
O -2.59124 -0.69151 2.07833 -0.718
H -1.70345 -1.08672 -4.19356 0.481
H -2.57390 -4.15691 -2.62310 0.627
H -3.24663 -5.62147 -0.71546 0.479
H -3.42767 -4.66329 1.55416 0.329
H -3.43512 -3.33507 3.26228 0.303
C -5.99018 2.35180 0.34586 -0.766
O -5.13455 1.26356 -0.17898 -0.306
C -3.90495 1.24936 0.20106 0.180
O -3.31574 1.98744 0.97056 -0.412
H -6.96620 1.90139 0.48269 0.269
H -6.01554 3.13139 -0.40912 0.302
H -5.57766 2.71550 1.28126 0.379
C 1.13118 0.49248 -1.01147 -1.485
P -0.04464 1.44098 -0.02535 0.523
C -0.39749 3.03105 -0.83621 0.925
C 0.44008 4.14675 -0.77293 -0.231
C 0.10669 5.31821 -1.43270 -0.969
C -1.05927 5.39512 -2.17971 -0.506
C -1.88809 4.28886 -2.27593 -1.096
C -1.55615 3.12097 -1.60820 -0.013
C 0.69689 1.76612 1.59242 1.115
C 0.12222 1.22633 2.73623 -0.533
C 0.66749 1.45624 3.99213 -0.967
C 1.81663 2.21712 4.11146 -0.562
C 2.43074 2.72936 2.97424 -1.180
C 1.87843 2.50624 1.72772 -0.391
P 1.32174 -1.16351 -0.16075 0.749
C 2.01227 -2.16650 -1.53438 0.592
C 1.46537 -2.11920 -2.81588 -0.077
C 1.94537 -2.93734 -3.82676 -0.756
C 2.97506 -3.83083 -3.56515 -0.602
C 3.51044 -3.90545 -2.28769 -0.678
C 3.03234 -3.08113 -1.27957 -0.651
C 2.77483 -0.84207 0.88457 0.516
C 3.97854 -0.34255 0.38885 -0.320
C 5.04222 -0.10337 1.23767 -0.852
C 4.91741 -0.36835 2.59875 -0.491
C 3.73103 -0.87355 3.10274 -0.654
C 2.66324 -1.10986 2.24629 -0.379
H 2.05207 1.06394 -1.14968 0.827
H 0.68218 0.34583 -1.99493 0.814
H 1.35863 4.12480 -0.20952 0.210
H 0.76496 6.17316 -1.36369 0.454
H -1.31564 6.31325 -2.69069 0.417
H -2.78802 4.33033 -2.87438 0.457
H -2.20891 2.26388 -1.73080 0.214
H -0.75594 0.59539 2.68012 0.430
H 0.19570 1.03739 4.86989 0.467
H 2.24705 2.40430 5.08611 0.437
H 3.34793 3.29536 3.05983 0.448
H 2.40657 2.87688 0.86025 0.529
H 0.64969 -1.44095 -3.04927 -0.083
H 1.52021 -2.87483 -4.81961 0.438
H 3.35710 -4.46500 -4.35317 0.411
H 4.30857 -4.60280 -2.07316 0.426
H 3.46868 -3.15003 -0.29074 0.431
H 4.09602 -0.15885 -0.67398 0.477
H 5.97534 0.27695 0.84529 0.446
H 5.75333 -0.18927 3.26152 0.429
H 3.63601 -1.08926 4.15827 0.455
H 1.73414 -1.50509 2.63968 0.336
```

The following is a quantum chemistry calculation of C34H30HfN4O3PSe2 as an isolated structure, from the Open Molecules 2025 dataset.

Values from the calculation:
**E_LUMO**: -3.23 eV
**Charge**: +1
**ΔE to the lowest compared entry with this formula, charge and spin**: 3.99 kJ/mol
**Strongest force on any atom**: 0.2 eV/Å

Geometry as XYZ:
```
75
Properties=species:S:1:pos:R:3:mulliken_charge:R:1
Hf -0.36687 -0.20955 -0.11477 -0.763
O -3.51350 1.75490 1.97904 -0.704
C -2.55481 1.48168 1.28272 0.618
N -2.29887 0.35052 0.59596 0.343
C -3.13842 -0.79614 0.57529 0.851
C -4.16006 -1.09335 1.47197 -0.485
C -4.83625 -2.29793 1.33662 -0.714
C -4.50322 -3.20296 0.33690 -0.718
C -3.48436 -2.91606 -0.55910 -0.803
C -2.80960 -1.70915 -0.44566 -0.410
N -1.76383 -1.26484 -1.28727 1.380
C -1.87756 -1.26100 -2.63465 0.228
O -2.63063 -1.91122 -3.32936 -0.692
C -0.95928 -0.22812 -3.23965 0.382
C -0.92049 -0.03894 -4.60667 -0.684
C -0.14874 0.99292 -5.11079 -0.551
C 0.55801 1.79412 -4.22768 -0.865
C 0.48592 1.52176 -2.87618 -0.009
N -0.26157 0.53021 -2.37727 0.158
C -1.44018 2.49591 1.10761 0.414
C -1.58538 3.75966 1.64549 -0.730
C -0.55230 4.67139 1.50020 -0.526
C 0.59655 4.27762 0.83397 -1.119
C 0.66972 2.99114 0.33360 -0.197
N -0.32958 2.10811 0.45186 0.152
H -4.42799 -0.38423 2.23984 0.513
H -5.63968 -2.52896 2.02354 0.416
H -5.04375 -4.13558 0.25037 0.433
H -3.22344 -3.59849 -1.35476 0.509
H -1.51174 -0.69667 -5.22750 0.591
H -0.10215 1.17600 -6.17614 0.482
H 1.16643 2.61782 -4.57214 0.477
H 1.05164 2.10701 -2.16844 0.288
H -2.50569 3.98791 2.16403 0.595
H -0.63857 5.67056 1.90564 0.459
H 1.43405 4.94780 0.70367 0.483
H 1.56559 2.64991 -0.16769 0.540
Se 2.41542 0.13853 -0.42545 -0.425
P 2.25868 -1.97563 -0.94375 1.094
Se 0.64292 -2.82955 0.21528 -0.335
C 1.92374 -2.16327 -2.71098 0.479
C 0.93151 -3.02279 -3.16873 -0.140
C 0.73761 -3.19037 -4.53463 -0.703
C 1.53003 -2.49982 -5.43583 -0.568
C 2.51806 -1.63130 -4.97959 -0.769
C 2.71768 -1.46230 -3.62168 -0.496
C 3.81937 -2.81550 -0.63862 0.943
C 4.04079 -4.03199 -1.28569 -0.544
C 5.20204 -4.74104 -1.03295 -0.682
C 6.14142 -4.23669 -0.14206 -0.486
C 5.92222 -3.02683 0.49841 -0.709
C 4.75798 -2.31338 0.25420 -0.382
H 0.31013 -3.55668 -2.46045 0.405
H -0.03910 -3.85649 -4.88551 0.437
H 1.38018 -2.63522 -6.49910 0.444
H 3.13662 -1.09255 -5.68508 0.450
H 3.48852 -0.78722 -3.26808 0.472
H 3.31371 -4.42144 -1.98795 0.361
H 5.37730 -5.68352 -1.53307 0.413
H 7.05072 -4.79080 0.04950 0.398
H 6.65885 -2.63586 1.18685 0.415
H 4.58530 -1.36730 0.75140 0.254
C 0.97111 -0.09030 4.30626 -0.721
C -0.46593 -0.59094 4.41620 -0.709
C -0.70584 -1.15098 3.03163 -0.231
O 0.02561 -0.24560 2.14296 0.075
C 1.00615 0.51577 2.91579 -0.243
H 1.67141 -0.92381 4.37497 0.301
H 1.23118 0.63992 5.06985 0.397
H -1.15416 0.23239 4.61522 0.303
H -0.59839 -1.34757 5.18644 0.431
H -1.74734 -1.15141 2.71878 -0.068
H -0.27958 -2.14814 2.90696 0.424
H 0.68192 1.55866 2.91287 0.226
H 1.96625 0.42711 2.41325 0.143
```

| no. | energy (Ha) |
| --- | --- |
| 1 | -2905.40958 |
| 2 | -3765.75905 |
| 3 | -6950.69725 |